DFT (the ωB97M-V functional and the def2-TZVPD basis) results for a molecular structure, C24H19BrN5OPb at a distorted geometry.

Calculated values
Charge: +3
Lowest unoccupied orbital energy (alpha / beta) in eV: -12.486 / -11.576
Gap between HOMO and LUMO (alpha / beta) in eV: 5.32 / 6.20

Last column: Löwdin charge in e.
CARTESIAN COORDINATES (ANGSTROEM)
Pb  0.83598  -0.46544  -0.04002  1.471
O  4.03398  2.52646  1.00708  0.221
C  3.11168  1.74476  1.01608  -0.403
N  2.67688  1.03416  -0.03992  0.012
C  3.28288  1.21536  -1.31282  -0.127
C  2.24838  1.49816  -2.36712  -0.262
C  2.52528  2.36726  -3.42132  0.034
C  1.51478  2.64256  -4.32752  0.004
C  0.27018  2.05596  -4.16462  -0.007
C  0.08408  1.18726  -3.09912  -0.119
N  1.05618  0.92136  -2.23372  -0.024
C  2.27098  1.53306  2.25028  -0.210
C  2.65738  2.23366  3.38818  0.051
C  1.94488  2.02136  4.55568  0.014
C  0.89318  1.11846  4.55248  0.006
C  0.58128  0.45806  3.36838  -0.104
N  1.25678  0.68086  2.24918  -0.023
H  3.76698  0.26146  -1.58822  0.172
H  4.07918  1.96796  -1.30132  0.146
H  3.49328  2.83636  -3.51002  0.137
H  1.70918  3.30456  -5.15872  0.135
H  -0.53352  2.24706  -4.85842  0.126
H  -0.85732  0.67506  -2.96402  0.113
H  3.51498  2.88986  3.31908  0.139
H  2.23498  2.54066  5.46128  0.138
H  0.31988  0.92676  5.44668  0.129
H  -0.22532  -0.25614  3.32628  0.117
Br  -1.34032  -8.08834  -0.09182  1.059
C  -1.39242  -6.20184  -0.00862  -0.574
C  -2.62492  -5.53604  0.09608  -0.042
C  -2.66512  -4.16524  0.16758  0.045
C  -1.48042  -3.40184  0.05978  -0.212
C  -0.25092  -4.09124  -0.02392  0.019
C  -0.19922  -5.46224  -0.04572  -0.047
N  -1.45562  -2.03184  0.06558  0.026
C  -2.46722  -1.27184  -0.14122  -0.027
C  -2.41062  0.17256  -0.01992  -0.243
C  -3.60042  0.91016  -0.01762  0.049
C  -3.55152  2.29476  0.05728  0.024
C  -2.31072  2.91026  0.10668  0.026
C  -1.17352  2.11456  0.11548  -0.103
N  -1.21262  0.78946  0.06558  -0.038
H  -3.54152  -6.10814  0.10218  0.134
H  -3.62052  -3.67644  0.27658  0.129
H  0.66648  -3.52054  -0.05922  0.081
H  0.74578  -5.98174  -0.08872  0.131
H  -3.43462  -1.66244  -0.45542  0.146
H  -4.55732  0.41186  -0.06812  0.138
H  -4.45772  2.88396  0.06408  0.141
H  -2.21982  3.98476  0.13458  0.136
H  -0.19202  2.56026  0.15498  0.119